[1]
{
  "formula": "C17H18BClN6O2V",
  "method": "ωB97M-V/def2-TZVPD",
  "s_squared": 3.793,
  "energy_ha": -2566.65863,
  "relative_energy_kj_mol": 412.50,
  "homo_lumo_gap_ev": [5.239, 7.463],
  "multiplicity": 4,
  "elements": ["H", "N", "B", "N", "C", "V", "H", "C", "H", "C", "H", "C", "H", "H", "H", "N", "N", "N", "N", "C", "C", "H", "H", "C", "C", "C", "C", "H", "H", "H", "H", "H", "Cl", "C", "C", "C", "C", "C", "C", "C", "O", "O", "H", "H", "H", "H"],
  "coordinates": [[0.16390, -2.70531, -1.22577], [1.29576, -1.06808, -0.49379], [2.87195, 0.90302, -0.21193], [2.49225, -0.47426, -0.83396], [2.96303, -1.09728, -1.91490], [-0.03454, 0.39469, 0.94223], [3.89422, -0.77311, -2.35478], [2.08413, -2.12363, -2.26416], [2.21683, -2.81287, -3.08021], [1.04223, -2.10099, -1.36045], [3.97665, 1.25501, -0.51863], [-1.14732, 1.68620, 1.81802], [-1.80618, 0.85381, 2.17002], [-1.75399, 2.46078, 1.34572], [-0.61985, 2.09755, 2.69342], [2.70333, 0.77291, 1.32658], [1.82607, 1.93936, -0.70681], [1.43569, 0.48190, 1.93397], [0.50025, 1.76380, -0.31693], [3.61591, 0.92741, 2.28570], [1.91672, 3.04182, -1.46739], [4.62616, 1.18979, 2.01529], [2.87888, 3.35686, -1.83157], [3.02053, 0.72198, 3.53400], [0.64422, 3.61187, -1.58286], [1.67754, 0.45363, 3.29680], [-0.21143, 2.79426, -0.84497], [3.51406, 0.74760, 4.49085], [0.36523, 4.50947, -2.10226], [0.85538, 0.27325, 3.97878], [-1.26550, 2.85621, -0.63984], [1.16788, -1.27084, 0.49910], [-7.34477, -3.02595, -2.65480], [-5.88930, -2.32708, -2.07272], [-5.89808, -1.01301, -1.57383], [-4.71695, -0.47355, -1.05691], [-3.54823, -1.23713, -1.02657], [-3.53978, -2.53774, -1.52622], [-4.70091, -3.07871, -2.09083], [-2.30124, -0.63089, -0.42054], [-2.11298, 0.60008, -0.61604], [-1.53144, -1.40168, 0.26578], [-6.82286, -0.43759, -1.59113], [-4.71199, 0.54158, -0.66569], [-2.62881, -3.13090, -1.47439], [-4.70460, -4.07741, -2.52509]],
  "atomic_forces_ev_per_a": [[-0.1, 0.0, 0.1], [0.5, -0.5, -1.1], [-0.7, 1.0, 0.8], [-0.2, -0.8, -0.3], [-0.5, 0.3, 0.7], [-5.1, -2.4, -4.1], [-0.2, 0.0, -0.1], [-0.2, -0.5, -0.4], [-0.1, 0.0, 0.0], [1.0, 0.8, 0.1], [0.0, -0.3, 0.0], [-1.0, 0.7, 2.2], [-0.3, 0.5, 0.2], [0.0, -0.2, 0.1], [-0.3, 0.2, 0.0], [-1.5, -0.4, 0.3], [-1.4, -0.2, 0.2], [5.5, 0.6, 3.0], [1.6, 2.3, -1.9], [0.0, -0.1, 1.0], [-0.6, 0.2, 0.1], [0.0, -0.1, 0.1], [0.0, 0.1, -0.1], [0.5, 0.1, -0.3], [0.5, -0.2, 0.1], [0.2, 0.1, -1.6], [1.4, -1.1, 0.3], [0.0, 0.1, 0.0], [0.1, 0.1, -0.1], [0.2, 0.0, -0.1], [0.1, 0.0, -0.2], [-0.2, 0.1, 0.7], [-0.4, -0.2, -0.2], [1.3, 0.6, 0.4], [0.3, -0.5, 0.0], [-0.3, -0.3, -0.3], [0.1, 0.0, 0.3], [-0.6, 0.0, -0.2], [-0.3, 0.4, 0.2], [0.1, 0.5, 0.0], [0.3, -1.5, 0.5], [0.0, 0.9, -0.4], [0.2, -0.2, 0.0], [0.1, -0.2, -0.1], [-0.2, 0.1, 0.0], [0.0, 0.2, 0.2]]
}



[2]
{
  "formula": "C34H54O27",
  "method": "ωB97M-V/def2-TZVPD",
  "energy_ha": -3359.31082,
  "relative_energy_kj_mol": 704.01,
  "homo_lumo_gap_ev": 10.172,
  "smiles": "C[C@H]1COC(=O)O1.C[C@H]1COC(=O)O1.C[C@H]1COC(=O)O1.C[C@H]1COC(=O)O1.C[C@H]1COC(=O)O1.C[C@H]1COC(=O)O1.C[C@H]1COC(=O)O1.COC(=O)OC.COC(=O)OC",
  "elements": ["C", "C", "C", "O", "C", "O", "O", "H", "H", "H", "H", "H", "H", "C", "C", "C", "O", "C", "O", "O", "H", "H", "H", "H", "H", "H", "C", "C", "C", "O", "C", "O", "O", "H", "H", "H", "H", "H", "H", "C", "C", "C", "O", "C", "O", "O", "H", "H", "H", "H", "H", "H", "C", "C", "C", "O", "C", "O", "O", "H", "H", "H", "H", "H", "H", "C", "C", "C", "O", "C", "O", "O", "H", "H", "H", "H", "H", "H", "C", "C", "C", "O", "C", "O", "O", "H", "H", "H", "H", "H", "H", "C", "O", "C", "O", "O", "C", "H", "H", "H", "H", "H", "H", "C", "O", "C", "O", "O", "C", "H", "H", "H", "H", "H", "H"],
  "coordinates": [[-0.48355, -1.10957, 8.09345], [-1.56085, -0.93893, 7.03409], [-1.25790, -0.43636, 5.66253], [-1.43217, -1.49940, 4.74932], [-1.93645, -2.50983, 5.35033], [-2.31708, -3.46389, 4.72296], [-1.88569, -2.23885, 6.69931], [-0.99955, -1.20380, 9.04895], [0.07731, -0.17824, 8.17195], [0.27637, -1.84822, 7.83848], [-2.34419, -0.40705, 7.57405], [-0.27823, 0.03135, 5.56463], [-1.91585, 0.43249, 5.68011], [-2.38267, 8.42274, -1.73235], [-2.24402, 6.99703, -1.17616], [-1.64643, 7.02748, 0.21605], [-2.56916, 6.18978, 0.93936], [-3.75360, 6.04341, 0.27982], [-4.73680, 5.49653, 0.77733], [-3.59642, 6.54367, -0.92099], [-1.32303, 8.63180, -1.87918], [-2.70951, 9.10620, -0.94867], [-2.90410, 8.28191, -2.67912], [-1.73564, 6.27364, -1.81362], [-1.60057, 8.07081, 0.52821], [-0.61950, 6.67661, 0.31797], [4.97883, 5.63550, 5.78932], [3.73503, 5.17426, 6.38308], [3.26728, 3.84425, 5.91765], [3.03558, 3.02997, 7.06924], [3.50486, 3.72760, 8.11749], [3.41460, 3.33633, 9.23745], [4.11177, 4.89472, 7.73604], [5.44359, 6.38238, 6.43297], [4.90282, 6.04938, 4.78382], [5.61668, 4.75260, 5.83086], [2.96575, 5.89835, 6.11475], [4.03863, 3.38365, 5.30042], [2.46819, 3.97193, 5.18741], [-1.19667, 1.05160, -7.10245], [-0.36664, 1.96373, -6.19236], [0.27448, 1.37892, -4.96448], [1.57510, 1.88646, -4.97285], [1.85387, 2.55251, -6.06046], [2.99865, 2.96022, -6.30790], [0.77804, 2.47930, -6.89095], [-2.16720, 0.74163, -6.71504], [-0.67999, 0.16805, -7.47723], [-1.41175, 1.59980, -8.01969], [-0.97884, 2.81621, -5.89809], [0.23489, 0.29886, -5.10593], [-0.22237, 1.61887, -4.02445], [3.82254, -8.42591, 0.01975], [3.48679, -6.97175, 0.39156], [2.23142, -6.27292, -0.30581], [1.58553, -5.88751, 0.86758], [2.15168, -6.18137, 1.99573], [1.72518, -5.84230, 3.08512], [3.15577, -6.98364, 1.77435], [4.29179, -8.65426, -0.93721], [2.88476, -8.95972, 0.17371], [4.55557, -8.80023, 0.73436], [4.27207, -6.25287, 0.15783], [1.83470, -7.15110, -0.81524], [2.55131, -5.40805, -0.88700], [-6.68197, 0.71792, -1.23468], [-8.12150, 0.42033, -0.78880], [-9.22504, 0.63113, -1.79841], [-10.08393, -0.50482, -1.66697], [-9.45502, -1.47784, -1.01691], [-9.76325, -2.68447, -0.94551], [-8.31220, -0.95234, -0.53166], [-6.05809, -0.02509, -0.73786], [-6.52333, 1.74946, -0.92028], [-6.46429, 0.61271, -2.29753], [-8.22857, 0.99548, 0.13090], [-8.75135, 0.58307, -2.77892], [-9.66647, 1.61283, -1.62667], [8.35897, -0.51222, -0.98815], [6.98294, -1.14239, -1.02605], [6.09823, -0.73764, -2.21238], [5.57435, -1.98643, -2.59945], [6.33432, -3.02123, -2.19470], [6.02126, -4.16879, -2.40635], [7.26580, -2.47012, -1.34034], [9.01910, -1.13976, -0.38938], [8.21115, 0.41013, -0.42643], [8.63439, -0.23198, -2.00486], [6.46277, -1.06181, -0.07157], [6.60466, -0.12645, -2.95942], [5.28376, -0.06495, -1.94364], [-1.95631, -6.57956, -6.12286], [-3.11093, -6.32514, -5.36012], [-3.23532, -5.22516, -4.61784], [-2.50253, -4.18720, -4.64631], [-4.33453, -5.39363, -3.89857], [-4.79888, -4.38977, -3.03978], [-1.81766, -7.48692, -6.71073], [-1.01862, -6.70811, -5.58219], [-1.79560, -5.73504, -6.79298], [-5.55536, -4.75170, -2.34347], [-5.26445, -3.55000, -3.55564], [-4.02416, -3.93794, -2.42028], [-0.24728, -1.03460, -0.00750], [0.05618, 0.35695, -0.07381], [1.02560, 0.89674, 0.47911], [1.57907, 0.54848, 1.54780], [1.27329, 2.11181, -0.19685], [2.35729, 2.91486, 0.27139], [0.15757, -1.47158, -0.92032], [-1.26150, -1.34566, 0.24291], [0.30899, -1.55686, 0.77091], [3.26273, 2.53479, -0.20171], [2.34910, 2.71710, 1.34326], [2.19156, 3.97674, 0.08958]],
  "atomic_forces_ev_per_a": [[0.6, 1.6, -0.2], [1.7, -1.3, 1.2], [1.1, 2.9, 0.6], [0.9, 3.9, -1.5], [-1.0, -1.9, 0.6], [0.1, 0.3, 1.9], [-2.6, -4.0, -0.2], [0.4, -0.7, 0.0], [0.0, 0.3, 0.1], [-0.4, -0.4, 0.2], [-0.6, -0.1, -0.7], [0.3, -0.6, -0.2], [-0.6, -0.2, -1.9], [1.7, -2.1, -0.1], [-0.9, 1.0, 0.6], [-0.3, -0.4, -0.1], [0.6, 0.3, 1.1], [-0.9, -1.5, 2.2], [2.5, 1.6, -1.6], [-0.7, -0.1, -1.5], [0.1, 0.7, -0.7], [-0.7, -0.1, -0.5], [-0.2, 1.0, 0.2], [-0.2, 0.2, -0.3], [-0.5, -0.1, 0.7], [-0.2, -0.5, -0.1], [1.9, 0.2, -0.7], [-0.2, 0.1, 0.1], [0.5, -1.1, -2.1], [-0.4, 1.0, -0.9], [0.1, -0.1, 1.2], [0.3, 0.3, -0.2], [-1.7, -0.2, 0.6], [-0.1, 0.1, -0.1], [-0.1, -0.2, 0.0], [0.6, 0.2, -0.5], [-0.5, 0.4, 1.5], [0.3, -0.4, 0.3], [-0.8, -0.5, 0.7], [0.3, 0.3, -0.7], [-0.8, 0.5, -0.3], [-1.1, -1.2, 0.1], [0.6, -0.4, 2.2], [3.2, 0.0, -2.1], [-3.8, -0.5, 0.3], [0.6, 0.8, -0.6], [0.2, 0.1, 0.5], [0.3, -0.1, 0.5], [-0.1, 0.3, 0.1], [-0.1, 0.2, -0.2], [0.6, -0.2, 0.4], [0.1, 0.1, -0.1], [-0.1, 0.5, 0.6], [0.8, 0.3, -1.8], [2.7, -2.4, 1.5], [-3.4, 2.2, -1.9], [-1.4, 0.3, 3.4], [0.9, -0.5, -1.8], [2.0, -0.7, 0.0], [-0.5, 0.6, -0.3], [0.1, -0.4, -0.2], [-0.2, 0.0, 0.3], [0.7, -0.4, 0.7], [-1.3, 0.8, -0.4], [-0.4, -0.3, -0.2], [-0.8, -0.3, 0.1], [0.4, -0.1, -0.3], [0.8, 0.6, -0.3], [-1.3, 0.7, -0.4], [0.4, -3.3, 0.0], [0.7, 4.5, -0.1], [0.9, -1.8, 1.2], [0.3, 0.5, 0.3], [0.7, -0.2, 0.0], [-0.4, 0.0, -0.1], [-0.5, -0.3, 0.2], [-0.4, 0.1, -0.3], [-0.8, -0.4, -0.3], [-1.3, 1.3, 0.8], [0.8, 0.8, -0.8], [-0.3, 1.0, 1.2], [-0.7, 0.2, -1.7], [-1.3, 0.1, 1.5], [1.5, 1.7, 0.3], [-0.2, -3.6, -0.7], [0.2, 0.1, -0.6], [0.4, 0.3, 0.0], [0.6, -0.4, 0.2], [-0.1, -0.2, 0.1], [0.5, -0.9, -0.6], [-0.3, -0.4, 0.3], [2.2, 1.3, -0.8], [-0.2, -1.2, 0.3], [2.2, 3.5, -0.5], [-2.4, -3.8, 0.2], [-0.1, -0.7, -0.1], [-0.2, 1.7, 1.0], [-2.0, -0.3, 0.0], [-0.2, 0.7, 1.1], [0.0, 0.0, -0.1], [0.1, -0.7, -0.4], [0.1, -0.1, -0.5], [0.4, -0.3, -0.2], [1.5, -1.6, 0.7], [-3.8, -1.6, -2.5], [4.0, 2.8, 4.5], [-0.8, 0.9, -3.2], [-0.7, -1.4, 0.1], [-0.3, -1.2, 1.0], [-0.7, 0.0, -0.2], [-0.3, 1.1, -0.6], [0.4, 0.5, 0.3], [0.2, 0.4, 0.2], [0.7, 0.4, 0.1], [-0.2, -0.3, -0.3]]
}



[3]
{
  "formula": "C17H17NNa",
  "method": "ωB97M-V/def2-TZVPD",
  "energy_ha": -874.75996,
  "relative_energy_kj_mol": 53.65,
  "homo_lumo_gap_ev": 4.356,
  "charge": 1,
  "elements": ["C", "N", "C", "C", "C", "C", "C", "C", "C", "H", "H", "H", "H", "H", "H", "H", "H", "H", "H", "C", "Na", "C", "C", "C", "C", "C", "C", "C", "C", "H", "H", "H", "H", "H", "H", "H"],
  "coordinates": [[2.58511, -0.69789, -2.26192], [2.21950, -0.84676, -0.84482], [2.13091, -2.15766, -0.28204], [0.92522, -2.86132, -0.33386], [0.84405, -4.15498, 0.19619], [1.97155, -4.76264, 0.76612], [3.18050, -4.05454, 0.80119], [3.26318, -2.76158, 0.27095], [1.94032, 0.26660, -0.12018], [2.74296, -1.69836, -2.68677], [1.77972, -0.19662, -2.81627], [3.51153, -0.11712, -2.36119], [0.03883, -2.39346, -0.77508], [-0.10692, -4.70259, 0.16483], [1.90796, -5.76804, 1.17559], [4.06736, -4.52368, 1.24763], [4.20982, -2.21524, 0.30796], [1.66996, 0.15874, 0.92619], [2.01695, 1.24801, -0.58442], [-2.77975, 2.21309, -1.50960], [-4.35802, 1.33750, 0.23638], [-2.34548, 0.89430, -1.42891], [-1.69673, 0.73636, -0.17221], [-1.82885, 1.94837, 0.54692], [-2.57194, 2.87599, -0.24296], [-3.14493, 4.01469, 0.35258], [-2.81388, 4.34599, 1.67916], [-1.97960, 3.48733, 2.42863], [-1.51615, 2.29175, 1.88129], [-2.72208, 2.79594, -2.41992], [-2.35010, 0.12237, -2.19154], [-1.19141, -0.16973, 0.14932], [-3.81042, 4.67582, -0.20842], [-3.18487, 5.26080, 2.14802], [-1.70191, 3.78372, 3.45837], [-0.90238, 1.62485, 2.50281]],
  "atomic_forces_ev_per_a": [[0.2, -0.2, -0.8], [-0.9, 4.4, 2.0], [-0.1, -1.6, 0.7], [-0.3, 0.1, 0.0], [0.2, -0.1, 0.0], [0.0, 0.7, -0.3], [-0.1, -0.1, 0.0], [0.2, 0.1, 0.1], [0.7, -3.5, -2.0], [-0.1, 0.4, 0.2], [0.2, -0.1, 0.3], [-0.3, -0.2, 0.1], [0.3, -0.2, 0.1], [0.5, 0.4, 0.0], [0.0, 0.2, -0.1], [-0.4, 0.3, -0.3], [-0.3, -0.2, 0.0], [0.0, -0.1, -0.2], [0.0, -0.3, 0.0], [-0.3, 1.2, -0.7], [0.0, -0.1, 0.0], [1.4, 0.0, 0.8], [-0.1, -0.9, -0.4], [-0.1, 0.1, 1.2], [0.1, -0.7, -0.4], [0.5, 1.0, 0.9], [-0.2, -0.3, -0.8], [0.4, -0.3, 0.1], [0.2, 0.4, 0.7], [-1.1, -0.2, -0.3], [0.0, 0.3, -0.1], [-0.2, 0.1, 0.2], [0.3, -0.2, 0.0], [0.0, -0.3, -0.3], [-0.2, -0.4, -0.7], [-0.3, 0.2, -0.2]]
}